# 1
ORCA calculation (the ωB97M-V functional and the def2-TZVPD basis) on a structure of composition C35H28CaN4O10S.

Computed properties:
- F_max: 1.0 eV Å⁻¹
- Total energy: -3397.87757 Ha
- Frontier orbital gap: 6.98 eV
- Net charge: -2

Structure (XYZ):
```
79
C35H28CaN4O10S the ωB97M-V functional and the def2-TZVPD basis
Ca -0.07 0.14 1.53
O -1.34 1.84 -0.06
C -2.65 1.39 -0.36
C -3.15 0.45 0.81
O -4.22 -0.15 0.66
O -2.38 0.42 1.81
C -2.55 0.68 -1.71
C -3.35 -0.39 -2.08
C -3.19 -1.01 -3.31
C -2.22 -0.57 -4.20
C -1.42 0.51 -3.84
C -1.58 1.13 -2.61
C -3.61 2.57 -0.47
C -3.16 3.87 -0.24
C -4.04 4.94 -0.34
C -5.37 4.73 -0.67
C -5.82 3.43 -0.90
C -4.95 2.36 -0.80
H -1.32 2.12 0.87
H -4.09 -0.75 -1.37
H -3.82 -1.85 -3.57
H -2.09 -1.06 -5.15
H -0.65 0.87 -4.52
H -0.94 1.95 -2.33
H -2.12 4.05 0.01
H -3.68 5.94 -0.16
H -6.06 5.57 -0.75
H -6.86 3.25 -1.15
H -5.30 1.35 -0.95
O 0.75 4.14 1.05
C 1.15 3.06 1.49
O 0.49 2.22 2.18
C 2.61 2.67 1.26
C 3.55 3.64 1.49
C 4.92 3.35 1.43
C 5.36 2.07 1.13
C 4.42 1.11 0.84
C 2.98 1.32 0.86
O 2.14 0.44 0.56
N 4.97 -0.18 0.46
O 6.05 -0.51 0.95
O 4.37 -0.89 -0.33
N 5.89 4.37 1.69
O 5.50 5.50 1.95
O 7.09 4.10 1.59
H 3.21 4.64 1.72
H 6.41 1.83 1.10
S 1.86 -3.75 4.25
C 2.88 -2.39 4.49
C 2.38 -1.28 3.88
C 1.13 -1.45 3.18
C 0.76 -2.76 3.32
C -0.47 -3.33 2.76
C -0.94 -4.61 3.11
C -2.13 -5.07 2.57
C -2.83 -4.25 1.69
C -2.29 -3.01 1.39
N -1.15 -2.57 1.89
H 3.80 -2.48 5.05
H 2.91 -0.33 3.92
H -0.39 -5.22 3.81
H -2.51 -6.05 2.84
H -3.78 -4.56 1.26
H -2.81 -2.33 0.73
C 2.28 -1.12 -2.81
C 1.44 -2.30 -2.28
C 2.31 -3.25 -1.46
C 0.74 -3.03 -3.43
C 0.45 -1.72 -1.38
N -0.28 -1.20 -0.65
H 3.06 -1.50 -3.48
H 2.75 -0.59 -1.98
H 1.65 -0.42 -3.37
H 3.12 -3.63 -2.09
H 1.73 -4.10 -1.10
H 2.76 -2.73 -0.61
H 1.50 -3.46 -4.09
H 0.12 -2.35 -4.00
H 0.12 -3.84 -3.05
```

# 2
ORCA calculation (the ωB97M-V functional and the def2-TZVPD basis) on a structure of composition C3H9NS2 at a distorted geometry.

Computed properties:
- F_max: 4.8 eV Å⁻¹
- Total energy: -970.74822 Ha
- Frontier orbital gap (alpha / beta): 5.60 / 5.19 eV
- Net charge: -1
- Spin multiplicity: 2

Structure (XYZ):
```
15
C3H9NS2 the ωB97M-V functional and the def2-TZVPD basis
S -4.03 0.99 0.19
S 3.32 0.53 -0.07
C 1.57 0.63 0.05
C 0.67 -0.45 -0.55
C -0.88 -0.10 -0.41
N -1.36 -0.34 0.94
H 3.30 -0.99 0.94
H 1.35 1.59 -0.47
H 1.18 0.83 1.08
H 0.79 -1.38 -0.01
H 0.68 -0.59 -1.65
H -1.37 -0.69 -1.17
H -1.07 0.93 -0.73
H -2.25 0.25 0.96
H -1.89 -1.21 0.91
```

# 3
ORCA calculation (the ωB97M-V functional and the def2-TZVPD basis) on a structure of composition C34H27Br2Cl2CoF7N5O8S3.

Computed properties:
- F_max: 0.4 eV Å⁻¹
- Total energy: -11532.49927 Ha
- Frontier orbital gap (alpha / beta): 4.76 / 4.67 eV
- Net charge: -1
- Spin multiplicity: 2

Structure (XYZ):
```
89
C34H27Br2Cl2CoF7N5O8S3 the ωB97M-V functional and the def2-TZVPD basis
Co -0.34 3.16 -0.27
C -2.95 5.26 -0.78
C -1.60 5.74 -1.20
C -1.48 7.02 -1.79
C -0.27 7.54 -2.12
C 0.90 6.81 -1.80
C 2.23 7.27 -1.97
Br 2.56 8.96 -2.78
C 3.29 6.51 -1.54
C 3.08 5.28 -0.92
Br 4.57 4.29 -0.31
C 1.80 4.74 -0.73
O 1.55 3.62 -0.16
C 0.71 5.54 -1.22
N -0.53 5.01 -0.99
H -3.56 6.12 -0.49
H -2.87 4.58 0.06
H -3.47 4.75 -1.59
H -2.39 7.58 -1.98
H -0.18 8.51 -2.58
H 4.30 6.88 -1.67
C -2.89 -1.27 5.32
C -1.43 -0.84 5.28
N -1.06 -0.27 3.99
C -1.16 1.07 3.80
C -0.89 1.75 2.66
C -1.15 3.26 2.69
O -1.46 3.73 3.79
O -1.05 3.87 1.59
C -0.36 1.00 1.56
O 0.09 1.45 0.50
C -0.39 -0.47 1.70
C -0.11 -1.24 0.57
C -0.17 -2.60 0.68
F 0.04 -3.35 -0.42
C -0.46 -3.25 1.88
C -0.75 -2.48 2.99
C -0.73 -1.08 2.91
N -0.43 -4.68 2.02
C 0.92 -5.15 2.36
C 0.89 -6.61 2.74
N 0.35 -7.36 1.56
C -1.05 -6.91 1.25
C -0.98 -5.43 0.90
H -3.13 -1.70 6.30
H -3.11 -2.02 4.56
H -3.55 -0.42 5.15
H -0.77 -1.67 5.50
H -1.24 -0.07 6.03
H -1.49 1.65 4.66
H 0.14 -0.75 -0.36
H -1.02 -3.00 3.90
H 1.32 -4.57 3.18
H 1.63 -5.08 1.52
H 0.23 -6.82 3.58
H 1.89 -6.99 2.95
H 0.38 -8.37 1.72
H 0.96 -7.16 0.75
H -1.64 -7.10 2.14
H -1.41 -7.50 0.41
H -1.98 -5.07 0.67
H -0.38 -5.34 -0.01
Cl 0.38 2.06 -3.15
C -1.22 2.51 -3.68
C -1.34 2.93 -4.99
C -2.58 3.23 -5.52
C -3.70 3.08 -4.73
C -3.56 2.68 -3.41
Cl -5.03 2.55 -2.47
C -2.32 2.40 -2.80
S -2.19 1.96 -1.13
H -0.44 3.00 -5.59
H -2.67 3.55 -6.55
H -4.69 3.29 -5.11
F 4.88 -0.04 -2.43
C 4.84 -1.33 -2.15
F 5.32 -1.52 -0.91
F 5.63 -1.98 -3.00
S 3.07 -1.94 -2.29
O 2.28 -0.78 -2.04
O 3.00 -2.61 -3.56
N 2.87 -2.92 -1.05
S 3.42 -4.38 -1.02
O 4.72 -4.62 -1.56
O 3.11 -4.92 0.29
C 2.29 -5.41 -2.13
F 1.19 -4.76 -2.51
F 1.86 -6.51 -1.44
F 2.93 -5.85 -3.20
```

# 4
ORCA calculation (the ωB97M-V functional and the def2-TZVPD basis) on a structure of composition C8H10F3NO3STl at a distorted geometry.

Computed properties:
- F_max: 11.2 eV Å⁻¹
- Total energy: -1461.32422 Ha
- Frontier orbital gap: 6.48 eV
- Net charge: -1

Structure (XYZ):
```
27
C8H10F3NO3STl the ωB97M-V functional and the def2-TZVPD basis
C -0.43 1.05 -2.08
C 0.97 1.19 -1.85
C 1.14 2.01 -0.70
C -0.15 2.38 -0.22
C -1.12 1.78 -1.07
Tl 0.00 0.00 0.00
N -1.31 -1.31 0.03
C -0.36 -2.35 -0.49
C 1.03 -1.69 -0.69
H 2.09 2.29 -0.24
H 1.77 0.74 -2.44
H -0.36 2.98 0.67
H -2.21 1.85 -0.96
H -0.89 0.46 -2.87
H 1.39 -1.77 -1.72
H -0.31 -3.19 0.23
H -2.29 -1.61 0.02
H 1.79 -2.06 0.02
H -0.74 -2.74 -1.46
F 1.03 1.00 5.62
C 0.96 -0.03 4.69
F 2.08 -0.83 4.79
F -0.17 -0.78 4.94
S 0.85 0.67 3.01
O 0.73 2.20 3.03
O 2.15 0.45 2.21
O -0.46 0.12 2.04
```

# 5
ORCA calculation (the ωB97M-V functional and the def2-TZVPD basis) on a cluster of 3 separate species, C19H34N2O6S in total at a distorted geometry.

Computed properties:
- F_max: 5.1 eV Å⁻¹
- Total energy: -1703.40272 Ha
- Frontier orbital gap: 10.48 eV
- SMILES: CCCCCC[C@@](C#N)(CC#N)S(C)(=O)=O.CCOC(C)=O.CCOC(C)=O

Structure (XYZ):
```
62
C19H34N2O6S the ωB97M-V functional and the def2-TZVPD basis
C 5.70 -0.03 -2.71
C 5.83 -1.58 -2.56
C 4.84 -2.43 -3.42
C 4.47 -1.82 -4.82
C 2.92 -1.52 -4.87
C 2.55 0.01 -4.82
C 1.77 0.44 -3.53
C 2.34 -0.20 -2.26
N 2.75 -0.75 -1.37
C 1.99 2.02 -3.36
C 2.53 2.34 -1.98
N 3.00 2.55 -0.98
S -0.03 0.06 -3.58
C -0.47 -1.46 -2.66
O -0.46 -0.10 -4.96
O -0.86 1.12 -2.98
H 5.81 0.48 -1.73
H 6.56 0.34 -3.31
H 4.79 0.31 -3.24
H 5.59 -1.81 -1.50
H 6.88 -1.92 -2.69
H 5.36 -3.40 -3.63
H 3.95 -2.72 -2.82
H 5.10 -0.97 -5.13
H 4.64 -2.62 -5.58
H 2.34 -2.08 -4.11
H 2.55 -1.90 -5.85
H 1.91 0.26 -5.70
H 3.46 0.62 -4.94
H 1.06 2.59 -3.54
H 2.73 2.41 -4.08
H 0.41 -2.08 -2.38
H -1.15 -2.09 -3.25
H -1.02 -1.15 -1.75
C -0.66 2.55 1.07
C -1.09 1.18 0.61
O -0.99 0.22 1.68
C -1.96 0.01 2.59
C -3.09 1.00 2.70
O -1.87 -0.92 3.35
H -1.31 2.93 1.86
H -0.68 3.26 0.24
H 0.35 2.52 1.48
H -2.09 1.17 0.17
H -0.41 0.84 -0.16
H -2.85 1.74 3.46
H -3.99 0.45 3.00
H -3.34 1.50 1.76
C -3.70 -0.03 6.32
C -4.61 0.28 7.49
O -5.72 1.09 7.08
C -6.86 0.59 6.56
C -6.90 -0.86 6.12
O -7.81 1.31 6.40
H -4.21 -0.62 5.56
H -2.83 -0.60 6.66
H -3.36 0.89 5.85
H -4.95 -0.62 8.01
H -4.07 0.88 8.22
H -6.66 -0.91 5.06
H -7.91 -1.24 6.28
H -6.23 -1.51 6.68
```

# 6
ORCA calculation (the ωB97M-V functional and the def2-TZVPD basis) on a cluster of 2 separate species, C5H11N2O in total at a distorted geometry.

Computed properties:
- F_max: 4.9 eV Å⁻¹
- Total energy: -381.39848 Ha
- Frontier orbital gap: 5.14 eV
- Net charge: +1

Structure (XYZ):
```
19
C5H11N2O the ωB97M-V functional and the def2-TZVPD basis
O -1.38 3.17 1.70
C -1.30 2.07 2.25
C -1.15 0.74 1.44
C -1.00 0.96 -0.15
C -0.76 -0.39 -0.77
C 0.02 -1.27 -0.22
N 3.67 -1.27 -0.39
N -1.46 -0.69 -2.09
H -1.26 2.01 3.43
H -1.91 0.02 1.63
H -0.21 0.22 1.72
H -0.05 1.54 -0.37
H -1.82 1.56 -0.44
H -0.02 -2.42 -0.27
H 4.52 -1.84 -0.29
H 3.82 -0.74 -1.25
H 2.96 -1.95 -0.65
H -1.32 -1.68 -2.42
H -1.35 -0.04 -2.85
```

# 7
ORCA calculation (the ωB97M-V functional and the def2-TZVPD basis) on a structure of composition C35H29BrN6O6S2Ta.

Computed properties:
- F_max: 0.2 eV Å⁻¹
- Total energy: -5558.38360 Ha
- Frontier orbital gap: 7.06 eV
- Net charge: +1

Structure (XYZ):
```
80
C35H29BrN6O6S2Ta the ωB97M-V functional and the def2-TZVPD basis
Ta 0.32 -0.88 0.42
C -2.91 3.56 2.70
C -4.18 3.29 1.89
C -4.37 4.43 0.88
C -5.36 3.28 2.87
C -4.12 1.96 1.15
C -5.27 1.49 0.49
C -5.33 0.24 -0.08
C -4.18 -0.54 -0.04
S -4.02 -2.21 -0.47
C -2.40 -2.19 0.06
N -1.95 -1.02 0.46
C -2.99 -0.06 0.50
C -2.98 1.18 1.13
C -1.54 -3.35 0.18
C -2.02 -4.65 0.05
C -1.19 -5.71 0.37
C 0.09 -5.45 0.84
C 0.56 -4.15 0.93
C -0.23 -3.05 0.58
H -3.01 4.51 3.23
H -2.03 3.65 2.05
H -2.72 2.78 3.43
H -4.43 5.39 1.39
H -5.29 4.30 0.30
H -3.54 4.46 0.17
H -5.40 4.22 3.42
H -5.25 2.47 3.60
H -6.31 3.15 2.37
H -6.17 2.10 0.48
H -6.24 -0.13 -0.52
H -2.10 1.50 1.66
H -3.04 -4.83 -0.26
H -1.55 -6.73 0.28
H 0.73 -6.27 1.13
H 1.57 -4.01 1.31
Br 4.11 5.56 1.75
C 2.51 4.88 1.03
C 1.58 5.75 0.46
C 0.41 5.25 -0.08
C 0.14 3.89 -0.05
C 1.07 3.04 0.54
C 2.26 3.52 1.08
C 0.81 1.60 0.58
O 1.65 0.75 1.00
O -0.31 1.12 0.17
H 1.79 6.81 0.43
H -0.30 5.93 -0.54
H -0.77 3.48 -0.47
H 2.98 2.84 1.52
O -1.43 0.38 3.76
S -0.33 -0.56 3.74
N 0.22 -0.94 2.41
C 4.42 -2.32 1.37
C 3.19 -1.70 1.36
N 2.32 -1.88 0.35
C 2.67 -2.65 -0.68
C 3.89 -3.29 -0.77
C 4.77 -3.13 0.30
C 4.21 -4.15 -1.92
C 4.25 -3.81 -3.21
C 4.07 -2.48 -3.82
C 4.21 -2.33 -5.19
C 4.09 -1.05 -5.71
N 3.84 0.00 -4.94
C 3.70 -0.25 -3.64
N 3.81 -1.42 -3.04
H 5.09 -2.17 2.20
H 2.87 -1.06 2.17
H 1.93 -2.79 -1.46
H 5.73 -3.63 0.28
H 4.45 -5.18 -1.67
H 4.49 -4.59 -3.92
H 4.42 -3.18 -5.83
H 4.19 -0.86 -6.77
H 3.51 0.61 -3.00
O 0.64 -0.56 -3.43
N 0.59 -0.66 -2.26
O -0.27 -1.40 -1.64
O 1.38 -0.09 -1.43
```

# 8
ORCA calculation (the ωB97M-V functional and the def2-TZVPD basis) on a cluster of 9 separate species, C5H26NO10 in total at a distorted geometry.

Computed properties:
- F_max: 6.1 eV Å⁻¹
- Total energy: -1012.94851 Ha
- Frontier orbital gap: 10.88 eV
- Net charge: +1

Structure (XYZ):
```
42
C5H26NO10 the ωB97M-V functional and the def2-TZVPD basis
O 3.03 -1.42 1.52
C 2.26 -1.34 0.53
O 0.93 -1.48 0.80
C 2.79 -1.33 -0.81
C 1.71 -1.68 -1.95
C 0.78 -0.65 -2.59
C 0.63 -0.30 -3.87
N -0.11 0.15 -1.65
H 0.78 -1.31 1.80
H 3.63 -2.04 -0.71
H 3.26 -0.29 -0.86
H 1.00 -2.38 -1.58
H 2.22 -2.24 -2.72
H 0.18 0.70 -4.03
H 1.15 -0.79 -4.66
H -0.80 -0.47 -1.13
H -0.71 0.56 -2.29
H 0.43 0.81 -1.02
H -1.34 -0.44 2.08
H -2.69 -0.94 1.90
O -2.03 -0.29 1.56
H -1.29 2.86 -0.85
H 0.21 3.44 -0.80
O -0.31 2.62 -1.00
H 2.13 3.89 1.75
H 2.95 2.89 1.00
O 2.08 3.25 1.04
H 0.20 -1.24 4.26
H 1.40 -1.38 3.12
O 0.54 -1.10 3.44
H 0.98 1.16 1.10
H -0.30 1.94 0.90
O 0.16 1.00 0.74
H -3.49 2.78 -0.40
H -2.79 2.66 1.16
O -2.87 3.15 0.24
H -2.71 0.20 0.01
H -4.11 0.05 -0.55
O -3.27 0.40 -0.74
H -3.58 -2.96 -0.42
H -2.65 -2.52 0.88
O -3.54 -2.90 0.61
```

# 9
ORCA calculation (the ωB97M-V functional and the def2-TZVPD basis) on a structure of composition C17H22Cl3IN2O6S at a distorted geometry.

Computed properties:
- F_max: 3.7 eV Å⁻¹
- Total energy: -3298.31390 Ha
- Frontier orbital gap: 9.25 eV

Structure (XYZ):
```
52
C17H22Cl3IN2O6S the ωB97M-V functional and the def2-TZVPD basis
C 1.33 -1.84 -0.85
N 0.60 -0.84 -1.65
C -0.15 -1.42 -2.79
C 1.43 0.22 -2.08
O 2.52 0.08 -2.52
C 0.86 1.65 -2.01
C 0.34 1.99 -0.56
C 1.59 1.69 0.32
C 1.71 2.51 1.64
C 1.29 1.67 2.89
N 2.13 0.46 3.03
O -0.78 1.14 -0.20
S -2.03 1.78 -1.05
O -2.21 1.07 -2.28
O -3.28 1.82 -0.38
O -1.35 3.23 -1.51
C -0.30 3.39 -0.53
Cl -1.26 3.83 0.94
C 0.69 4.48 -1.01
C 0.15 5.91 -0.80
O -0.58 6.36 -1.56
I 0.84 6.92 0.98
H 1.02 -2.88 -1.08
H 2.42 -1.73 -0.87
H 1.03 -1.69 0.21
H 0.01 -2.49 -2.93
H -1.23 -1.27 -2.63
H 0.10 -0.87 -3.71
H 1.69 2.32 -2.26
H 0.06 1.71 -2.77
H 2.51 1.85 -0.26
H 1.53 0.62 0.56
H 1.23 3.50 1.62
H 2.79 2.70 1.78
H 1.55 2.30 3.76
H 0.22 1.43 2.89
H 3.01 0.58 2.55
H 1.67 -0.34 2.60
H 0.93 4.34 -2.07
H 1.63 4.29 -0.47
Cl -0.75 -2.63 2.50
C -1.54 -4.00 1.79
C -0.87 -4.88 0.95
Cl 0.80 -4.68 0.55
C -1.55 -5.96 0.40
C -2.89 -6.17 0.70
C -3.55 -5.29 1.54
C -2.88 -4.21 2.09
H -1.03 -6.65 -0.26
H -3.41 -7.01 0.26
H -4.60 -5.45 1.78
H -3.40 -3.53 2.75
```

# 10
ORCA calculation (the ωB97M-V functional and the def2-TZVPD basis) on a cluster of 2 separate species, C6H13NO in total at a distorted geometry.

Computed properties:
- F_max: 2.2 eV Å⁻¹
- Total energy: -366.36007 Ha
- Frontier orbital gap: 8.81 eV
- SMILES: C=CC(N)=C(C)C.O

Structure (XYZ):
```
21
C6H13NO the ωB97M-V functional and the def2-TZVPD basis
C -0.42 2.93 0.01
C -0.01 1.75 -0.47
C -0.23 0.52 0.31
N 0.19 0.58 1.66
C -0.59 -0.62 -0.27
C -0.76 -1.91 0.49
C -0.72 -0.93 -1.75
H -0.56 3.80 -0.62
H -0.79 3.09 1.02
H 0.45 1.67 -1.44
H 0.29 1.46 2.14
H -0.32 -0.08 2.23
H -1.40 -1.79 1.38
H 0.23 -2.13 0.93
H -1.10 -2.77 -0.06
H 0.06 -1.66 -1.94
H -1.70 -1.31 -2.05
H -0.49 -0.08 -2.41
O 2.98 -0.88 0.34
H 2.51 -1.14 -0.47
H 2.39 -0.49 0.98
```